(1)
{
  "formula": "C9H11N3ORhS4Sb",
  "method": "ωB97M-V/def2-TZVPD",
  "homo_ha": [-0.1436, -0.1458],
  "s2": 0.805,
  "total_charge": -1,
  "lumo_energy_ev": [2.6279, 2.0125],
  "spin_multiplicity": 2,
  "de_lowest_kj_mol": 0.00,
  "species": ["Rh", "S", "Sb", "S", "S", "O", "N", "C", "C", "C", "C", "C", "C", "C", "H", "H", "H", "H", "H", "C", "N", "C", "N", "S", "H", "H", "H", "H", "H", "H"],
  "positions_angstrom": [[-0.845, 0.342, -1.291], [-3.603, 0.108, 2.550], [-1.963, -1.193, 1.566], [-0.073, 0.371, 1.028], [-2.510, -1.218, -0.836], [-0.285, 1.143, -3.597], [-1.121, 0.378, -3.269], [0.400, -0.915, -1.033], [1.366, -1.886, -0.913], [2.286, -1.973, 0.168], [3.255, -2.950, 0.169], [3.358, -3.871, -0.875], [2.451, -3.804, -1.933], [1.468, -2.842, -1.965], [2.182, -1.267, 0.980], [3.945, -3.007, 1.002], [4.124, -4.635, -0.859], [2.511, -4.524, -2.741], [0.756, -2.801, -2.779], [-1.881, 3.221, 2.702], [-2.412, 2.810, 1.419], [-1.782, 3.001, 0.286], [-0.651, 3.750, 0.295], [-2.383, 2.367, -1.192], [-2.633, 2.999, 3.454], [-1.666, 4.292, 2.700], [-0.978, 2.657, 2.953], [-3.091, 2.027, 1.461], [-0.078, 3.700, 1.125], [-0.145, 3.718, -0.575]]
}

(2)
{
  "formula": "C9H11NO2S",
  "method": "ωB97M-V/def2-TZVPD",
  "homo_ha": -0.3267,
  "smiles": "OC1(O)NSC[C@@H]1c1ccccc1",
  "lumo_energy_ev": 0.7077,
  "de_lowest_kj_mol": 235.69,
  "species": ["O", "C", "O", "N", "S", "C", "C", "C", "C", "C", "C", "C", "C", "H", "H", "H", "H", "H", "H", "H", "H", "H", "H", "H"],
  "positions_angstrom": [[1.802, 2.132, 0.729], [1.922, 0.969, -0.106], [1.293, 1.204, -1.314], [3.287, 0.521, -0.504], [3.551, -1.016, 0.287], [1.783, -1.440, -0.012], [1.155, -0.273, 0.659], [-0.324, -0.258, 0.488], [-1.063, 0.938, 0.655], [-2.387, 1.030, 0.354], [-3.100, -0.113, 0.039], [-2.369, -1.272, -0.360], [-1.011, -1.342, -0.186], [2.748, 2.423, 0.820], [0.340, 1.018, -1.363], [3.262, 0.389, -1.504], [1.634, -2.505, 0.437], [1.718, -1.548, -1.044], [1.318, -0.066, 1.789], [-0.699, 1.902, 1.076], [-2.698, 2.086, 0.512], [-4.119, -0.018, -0.096], [-2.815, -2.059, -0.751], [-0.569, -2.168, -0.514]]
}

(3)
{
  "formula": "C9H11NO4S",
  "method": "ωB97M-V/def2-TZVPD",
  "homo_ha": -0.3124,
  "lumo_energy_ev": -1.2067,
  "de_lowest_kj_mol": 433.06,
  "species": ["C", "C", "C", "C", "C", "C", "C", "C", "C", "N", "O", "O", "O", "O", "S", "H", "H", "H", "H", "H", "H", "H", "H", "H", "H", "H"],
  "positions_angstrom": [[-1.486, -1.141, -0.910], [-2.036, -2.099, 0.027], [1.435, 1.284, 1.984], [-0.243, -0.599, 2.533], [0.173, -1.106, -0.615], [0.779, -0.012, 1.542], [-1.274, 0.309, 0.391], [0.997, -0.789, -1.857], [-1.753, 1.631, -0.209], [0.122, 0.095, 0.285], [1.447, 2.231, 0.989], [-1.956, -0.722, -1.977], [-2.305, -2.244, 1.173], [1.905, 1.443, 3.062], [-1.815, 0.042, 2.038], [-0.267, -1.690, 2.485], [-0.006, -0.299, 3.586], [0.518, -2.118, -0.301], [1.469, -0.878, 1.515], [0.242, -0.430, -2.588], [1.568, -1.600, -2.400], [1.735, 0.067, -1.580], [-1.836, 1.379, -1.311], [-0.943, 2.515, -0.045], [-2.665, 1.986, 0.155], [0.852, 1.944, 0.305]]
}

(4)
{
  "formula": "C9H11NO5ReS",
  "method": "ωB97M-V/def2-TZVPD",
  "homo_ha": [-0.6379, -0.6308],
  "s2": 0.838,
  "total_charge": 2,
  "lumo_energy_ev": [-9.8365, -10.9342],
  "spin_multiplicity": 2,
  "de_lowest_kj_mol": 31.78,
  "species": ["Re", "C", "C", "C", "O", "C", "O", "O", "H", "H", "H", "H", "H", "H", "H", "S", "C", "C", "C", "C", "C", "N", "H", "H", "H", "H", "O", "O"],
  "positions_angstrom": [[0.069, -0.333, -0.203], [-2.625, 0.769, 2.637], [-1.455, -0.187, 2.554], [-0.835, -0.545, 3.887], [-0.390, 0.428, 1.670], [-1.834, -1.431, 1.777], [-2.544, -2.293, 2.124], [-1.152, -1.477, 0.544], [-2.333, 1.678, 3.164], [-3.417, 0.292, 3.216], [-3.025, 1.016, 1.653], [-0.590, 0.357, 4.448], [0.051, -1.166, 3.767], [-1.569, -1.112, 4.461], [-0.180, 1.329, 1.958], [-0.279, 1.665, -1.176], [1.325, 2.058, -0.494], [2.126, 3.162, -0.594], [3.392, 3.067, -0.007], [3.797, 1.899, 0.628], [2.935, 0.821, 0.673], [1.719, 0.918, 0.109], [1.795, 4.058, -1.100], [4.063, 3.916, -0.053], [4.774, 1.819, 1.083], [3.198, -0.118, 1.143], [0.689, -1.264, -1.633], [1.430, -1.590, -2.584]]
}

(5)
{
  "formula": "C9H11NOS",
  "method": "ωB97M-V/def2-TZVPD",
  "homo_ha": -0.3029,
  "lumo_energy_ev": 0.7566,
  "de_lowest_kj_mol": 256.60,
  "species": ["C", "C", "C", "C", "C", "C", "C", "C", "C", "N", "O", "S", "H", "H", "H", "H", "H", "H", "H", "H", "H", "H", "H"],
  "positions_angstrom": [[0.521, 2.474, -2.086], [-0.526, 2.666, -1.233], [1.347, 1.301, -2.019], [-0.912, 1.654, -0.268], [0.913, 0.341, -1.165], [-0.120, 0.562, -0.290], [1.524, -1.123, -0.864], [0.614, -1.652, 0.270], [-1.863, -1.600, 2.346], [-0.340, -0.620, 0.566], [0.451, -0.980, 2.973], [-0.658, -0.312, 2.276], [0.991, 3.084, -2.910], [-0.984, 3.672, -1.213], [2.025, 1.103, -2.811], [-1.771, 1.839, 0.317], [1.345, -1.621, -1.838], [2.542, -0.917, -0.610], [0.089, -2.639, -0.062], [1.115, -1.949, 1.253], [-2.425, -1.270, 1.442], [-2.421, -1.418, 3.356], [-1.456, -2.593, 2.571]]
}

(6)
{
  "formula": "C9H11NOS",
  "method": "ωB97M-V/def2-TZVPD",
  "homo_ha": -0.3222,
  "lumo_energy_ev": 0.3611,
  "de_lowest_kj_mol": 579.54,
  "species": ["C", "C", "C", "C", "C", "C", "C", "C", "C", "N", "O", "S", "H", "H", "H", "H", "H", "H", "H", "H", "H", "H", "H"],
  "positions_angstrom": [[3.770, -1.553, -0.123], [3.943, 0.433, 0.845], [2.580, -1.164, -0.465], [-2.828, 0.365, 0.755], [-2.903, -0.083, -0.666], [-1.748, 1.429, 0.547], [-1.467, -0.282, -1.070], [-0.680, 0.726, -0.216], [-0.640, -0.644, 0.245], [4.659, -0.625, 0.549], [0.047, -1.435, 0.895], [2.358, 0.556, 0.076], [4.356, -2.317, -0.575], [4.187, 1.198, 1.580], [-3.691, 0.939, 1.162], [-2.499, -0.506, 1.424], [-3.375, -1.061, -0.679], [-3.392, 0.767, -1.282], [-2.403, 2.181, -0.125], [-1.222, 1.790, 1.356], [-0.988, -0.607, -1.962], [0.115, 1.320, -0.650], [1.823, -1.428, -1.622]]
}

(7)
{
  "formula": "C9H11O3",
  "method": "ωB97M-V/def2-TZVPD",
  "homo_ha": -0.1462,
  "total_charge": -1,
  "lumo_energy_ev": 3.0615,
  "de_lowest_kj_mol": 98.19,
  "species": ["C", "C", "C", "C", "C", "C", "C", "O", "H", "H", "H", "H", "H", "H", "H", "H", "C", "C", "O", "O", "H", "H", "H"],
  "positions_angstrom": [[-1.838, -1.372, -0.605], [1.636, -2.026, 1.792], [1.183, -3.065, 1.003], [1.048, -0.762, 1.735], [0.164, -2.795, 0.086], [-0.089, -0.601, 0.963], [-0.545, -1.606, 0.101], [2.590, -2.312, 2.759], [3.005, -1.483, 3.044], [1.639, -4.041, 1.094], [1.375, 0.064, 2.355], [-0.017, -3.475, -0.731], [-0.530, 0.389, 0.883], [-2.096, -0.318, -0.689], [-2.679, -1.879, -0.119], [-1.882, -1.740, -1.637], [-0.522, 4.503, -1.939], [-0.291, 3.049, -1.428], [0.904, 2.674, -1.410], [-1.303, 2.404, -1.076], [-0.671, 5.108, -1.049], [-1.403, 4.496, -2.569], [0.322, 4.787, -2.564]]
}

(8)
{
  "formula": "C9H11O3",
  "method": "ωB97M-V/def2-TZVPD",
  "homo_ha": -0.1622,
  "total_charge": -1,
  "lumo_energy_ev": 3.2701,
  "de_lowest_kj_mol": 153.69,
  "species": ["C", "C", "C", "C", "C", "C", "C", "O", "H", "H", "H", "H", "H", "H", "H", "H", "C", "C", "O", "O", "H", "H", "H"],
  "positions_angstrom": [[2.370, -0.079, -2.793], [0.463, -1.169, 0.813], [0.549, 0.200, 0.492], [1.140, -2.173, 0.135], [1.348, 0.472, -0.635], [1.755, -1.839, -1.109], [1.903, -0.549, -1.446], [-0.510, -1.596, 1.694], [-0.955, -0.744, 2.061], [-0.052, 0.989, 0.993], [1.059, -3.103, 0.486], [1.275, 1.456, -1.007], [2.280, -2.547, -1.581], [2.886, -0.837, -3.344], [2.723, 0.966, -2.793], [1.497, -0.029, -3.488], [-3.378, 1.475, 1.257], [-2.225, 1.601, 2.253], [-1.485, 0.667, 2.542], [-1.863, 2.729, 2.525], [-4.266, 2.082, 1.394], [-3.659, 0.380, 1.298], [-2.858, 1.648, 0.253]]
}

(9)
{
  "formula": "C9H11P",
  "method": "ωB97M-V/def2-TZVPD",
  "homo_ha": [-0.2532, -0.2552],
  "lumo_energy_ev": [-0.4428, -0.3534],
  "de_lowest_kj_mol": 349.20,
  "species": ["C", "C", "C", "C", "C", "C", "C", "C", "C", "P", "H", "H", "H", "H", "H", "H", "H", "H", "H", "H", "H"],
  "positions_angstrom": [[0.182, -2.905, 2.014], [0.344, -3.061, 0.638], [-0.025, -1.617, 2.560], [0.337, -2.028, -0.271], [-0.114, -0.574, 1.709], [0.151, -0.786, 0.344], [-0.380, 0.907, 1.521], [0.271, 0.649, 0.188], [-0.565, 3.148, -2.992], [0.041, 1.703, -1.409], [-0.009, -3.755, 2.648], [0.531, -4.076, 0.189], [-0.350, -1.688, 3.542], [0.663, -2.180, -1.270], [-1.477, 1.050, 1.445], [0.107, 1.592, 2.213], [-1.061, 2.665, -3.704], [0.478, 3.368, -3.308], [-0.970, 4.069, -2.489], [0.749, 0.892, -2.334], [1.097, 2.629, -1.234]]
}

(10)
{
  "formula": "C9H12B2ClCrF10NO17S2Y",
  "method": "ωB97M-V/def2-TZVPD",
  "homo_ha": [-0.4194, -0.4199],
  "s2": 6.006,
  "total_charge": 1,
  "lumo_energy_ev": [-6.0459, -6.0463],
  "spin_multiplicity": 5,
  "species": ["Cr", "Y", "Cl", "O", "O", "O", "O", "N", "S", "O", "O", "F", "S", "O", "O", "F", "B", "F", "F", "F", "F", "B", "F", "F", "F", "F", "C", "C", "O", "C", "O", "O", "H", "H", "H", "H", "C", "C", "O", "C", "O", "O", "H", "H", "H", "H", "C", "C", "O", "C", "O", "O", "H", "H", "H", "H"],
  "positions_angstrom": [[-1.106, 0.485, 3.120], [2.698, -2.099, 0.348], [0.984, 3.230, 3.340], [-0.197, 3.743, 3.928], [1.951, 2.716, 4.201], [0.545, 2.013, 2.672], [1.537, 4.202, 2.396], [-2.725, 1.526, 3.047], [-3.465, 2.450, 1.990], [-3.773, 3.785, 2.405], [-4.356, 1.744, 1.071], [-2.159, 2.720, 1.030], [-4.056, 1.841, 4.138], [-5.394, 1.633, 3.784], [-3.729, 2.868, 5.127], [-3.755, 0.507, 5.081], [-0.665, -0.674, 0.204], [-1.473, -1.748, 0.407], [-0.667, 0.145, 1.265], [0.658, -1.061, 0.075], [-1.084, -0.003, -0.946], [1.520, -1.478, 2.936], [1.147, -2.434, 2.070], [2.274, -1.962, 4.014], [2.413, -0.737, 2.087], [0.400, -0.745, 3.321], [-1.876, -4.760, -1.338], [-2.040, -5.115, 0.097], [-0.685, -5.069, 0.561], [-0.019, -4.259, -0.296], [1.150, -3.909, -0.071], [-0.710, -4.083, -1.396], [-2.717, -4.108, -1.573], [-1.746, -5.546, -2.082], [-2.488, -6.094, 0.271], [-2.564, -4.395, 0.725], [2.185, 3.619, -1.950], [3.430, 3.082, -2.769], [3.918, 2.073, -1.929], [2.847, 1.673, -1.103], [2.800, 0.610, -0.411], [1.709, 2.442, -1.391], [1.511, 3.974, -2.730], [2.413, 4.510, -1.365], [4.090, 3.950, -2.766], [3.172, 2.867, -3.806], [-0.120, -0.427, -4.064], [1.077, 0.407, -4.262], [2.007, -0.078, -3.380], [1.561, -1.314, -2.927], [2.127, -1.890, -1.961], [0.400, -1.634, -3.498], [-0.425, -0.908, -4.993], [-0.859, -0.140, -3.316], [0.868, 1.465, -4.107], [1.460, 0.385, -5.282]]
}

(11)
{
  "formula": "C9H12BrOP",
  "method": "ωB97M-V/def2-TZVPD",
  "homo_ha": -0.3224,
  "lumo_energy_ev": -1.0292,
  "de_lowest_kj_mol": 0.00,
  "species": ["C", "C", "C", "C", "C", "C", "C", "C", "C", "O", "P", "Br", "H", "H", "H", "H", "H", "H", "H", "H", "H", "H", "H", "H"],
  "positions_angstrom": [[1.426, 0.038, -0.685], [0.628, -0.396, 1.524], [1.670, -0.155, 0.629], [0.122, 0.134, -1.133], [-0.689, -0.516, 1.106], [-0.953, -0.240, -0.229], [3.178, -0.172, 0.959], [-0.007, 0.618, -2.615], [-1.679, -0.765, 2.237], [-2.761, -0.108, -2.045], [-2.727, -0.054, -0.451], [-2.597, 2.775, -0.107], [2.171, 0.146, -1.470], [0.873, -0.554, 2.656], [3.779, 0.472, 0.339], [3.336, 0.261, 2.081], [3.451, -1.203, 0.956], [-0.668, 1.462, -2.616], [1.009, 0.923, -2.917], [-0.358, -0.277, -3.199], [-2.085, 0.182, 2.509], [-2.421, -1.505, 1.815], [-0.944, -1.027, 3.006], [-3.754, -0.038, -2.348]]
}

(12)
{
  "formula": "C9H12Cl2In2N2O4",
  "method": "ωB97M-V/def2-TZVPD",
  "homo_ha": [-0.8421, -0.7744],
  "total_charge": 4,
  "lumo_energy_ev": [-17.4838, -17.4754],
  "de_lowest_kj_mol": 16.85,
  "species": ["In", "In", "Cl", "Cl", "C", "C", "C", "O", "O", "O", "C", "N", "C", "C", "C", "N", "C", "C", "O", "H", "H", "H", "H", "H", "H", "H", "H", "H", "H", "H", "H"],
  "positions_angstrom": [[-1.257, -0.826, -6.080], [0.433, 1.011, -1.681], [-0.677, -2.202, -4.240], [-1.328, 2.522, -2.287], [2.365, 2.687, -1.239], [0.299, -2.659, -7.130], [0.085, 1.163, -6.203], [2.707, 3.782, -1.150], [1.191, -3.350, -6.915], [0.967, 1.615, -5.589], [-2.703, 0.109, 1.139], [-1.412, -0.123, 1.782], [-1.340, 0.147, 3.221], [-0.078, -0.446, 3.786], [1.075, -0.020, 2.916], [0.873, -0.461, 1.567], [2.061, -0.622, 0.761], [-0.348, -0.350, 0.998], [-0.509, -0.403, -0.283], [-2.683, 1.009, 0.493], [-3.416, 0.278, 1.957], [-3.046, -0.751, 0.532], [-1.378, 1.237, 3.419], [-2.204, -0.301, 3.725], [-0.136, -1.544, 3.795], [0.052, -0.091, 4.817], [1.998, -0.467, 3.280], [1.224, 1.071, 2.923], [2.446, 0.323, 0.350], [2.854, -1.021, 1.401], [1.883, -1.317, -0.063]]
}

Largest force on an atom / eV/Å: 1.5 5.5 3.9 0.4 3.7 7.1 1.3 5.1 5.7 9.3 4.5 6.1